[1]
{"formula": "C31H57N2OP2PbS", "method": "wB97M-V/def2-TZVPD", "species": ["C", "C", "C", "C", "C", "H", "H", "H", "N", "P", "P", "C", "H", "H", "C", "H", "C", "C", "C", "C", "C", "H", "H", "H", "C", "H", "H", "H", "C", "H", "H", "H", "C", "H", "H", "H", "C", "H", "H", "H", "C", "H", "H", "H", "C", "H", "H", "H", "C", "H", "H", "H", "C", "H", "H", "H", "C", "H", "H", "H", "C", "H", "H", "H", "C", "H", "H", "H", "Pb", "C", "O", "N", "C", "C", "C", "C", "C", "H", "H", "H", "H", "H", "H", "H", "H", "H", "C", "S", "C", "H", "H", "H", "H", "H", "H"], "coordinates": [[-0.486, 2.771, -0.110], [1.326, 1.700, -1.177], [0.074, 4.008, -0.410], [2.066, 2.935, -1.122], [1.397, 4.089, -0.815], [-0.497, 4.882, -0.180], [3.094, 2.886, -1.505], [1.872, 5.039, -1.062], [0.138, 1.630, -0.459], [-2.141, 1.225, 1.646], [0.847, -0.837, -2.342], [-1.828, 2.719, 0.641], [-1.852, 3.541, 1.377], [-2.689, 2.892, -0.037], [1.845, 0.595, -1.914], [2.950, 0.603, -1.962], [1.928, -2.530, -2.059], [0.691, -0.217, -4.125], [-1.226, 1.564, 3.267], [-4.006, 1.141, 1.833], [1.502, -3.318, -0.804], [0.439, -3.604, -0.797], [2.083, -4.257, -0.781], [1.733, -2.782, 0.128], [1.734, -3.418, -3.291], [0.680, -3.703, -3.424], [2.105, -2.956, -4.213], [2.308, -4.345, -3.139], [3.393, -2.160, -1.857], [3.991, -3.083, -1.773], [3.823, -1.573, -2.677], [3.505, -1.607, -0.915], [-0.232, -1.164, -4.893], [-1.225, -1.250, -4.428], [-0.376, -0.760, -5.904], [0.173, -2.178, -4.989], [0.077, 1.202, -4.132], [-0.879, 1.249, -3.597], [0.748, 1.946, -3.684], [-0.118, 1.497, -5.176], [2.137, -0.167, -4.631], [2.721, 0.553, -4.035], [2.672, -1.129, -4.581], [2.153, 0.184, -5.674], [-4.356, 0.051, 2.861], [-5.452, -0.031, 2.904], [-3.955, -0.929, 2.565], [-4.001, 0.282, 3.875], [-4.587, 0.750, 0.463], [-4.325, 1.477, -0.317], [-4.269, -0.251, 0.142], [-5.683, 0.734, 0.553], [-4.616, 2.490, 2.237], [-4.379, 3.288, 1.521], [-5.710, 2.378, 2.255], [-4.315, 2.817, 3.236], [0.109, 2.272, 2.994], [-0.021, 3.301, 2.641], [0.669, 2.328, 3.939], [0.723, 1.724, 2.270], [-0.925, 0.211, 3.946], [-0.275, -0.419, 3.321], [-0.390, 0.409, 4.891], [-1.839, -0.357, 4.180], [-2.067, 2.446, 4.199], [-2.339, 3.408, 3.748], [-2.969, 1.932, 4.544], [-1.467, 2.669, 5.092], [-1.028, -0.703, 0.074], [-2.280, -0.380, -2.113], [-3.126, -0.027, -2.804], [1.323, -0.671, 1.451], [2.445, -0.494, 1.806], [3.841, 0.022, 1.784], [4.460, 0.398, 0.400], [3.722, 1.367, 2.517], [4.638, -1.135, 2.421], [4.548, -0.440, -0.308], [3.907, 1.222, -0.098], [5.487, 0.753, 0.623], [3.066, 1.338, 3.403], [4.686, 1.808, 2.796], [3.263, 2.062, 1.793], [5.636, -0.826, 2.763], [4.097, -1.668, 3.238], [4.824, -1.886, 1.627], [-2.699, -4.495, 1.359], [-3.169, -3.063, 0.367], [-3.028, -3.803, -1.279], [-2.067, -4.110, 2.169], [-2.137, -5.227, 0.769], [-3.589, -4.972, 1.787], [-2.155, -3.398, -1.817], [-2.926, -4.894, -1.171], [-3.950, -3.570, -1.835]], "atomic_forces_ev_per_a": [[-0.07, -1.12, 0.16], [0.04, 1.00, 1.20], [0.36, 0.15, 0.49], [0.03, -2.09, -1.08], [-0.07, 0.66, -0.65], [-0.17, 0.50, -0.07], [-0.47, 0.44, 0.16], [-0.14, -0.08, 0.54], [-0.64, 0.13, -1.42], [-0.25, 0.56, 0.54], [1.93, -0.40, 0.71], [0.24, 0.43, -0.19], [-0.01, -0.07, -0.39], [0.56, -0.11, 0.17], [0.33, -0.24, 2.36], [-0.72, -0.27, -0.17], [-0.14, 0.26, -0.42], [-0.88, 0.04, -0.43], [0.11, -0.35, 0.21], [0.02, -0.17, -0.01], [-0.40, 0.23, 0.18], [0.21, 0.10, -0.09], [-0.19, 0.37, -0.12], [-0.13, -0.08, -0.30], [-0.06, -0.09, -0.13], [0.27, 0.03, -0.01], [-0.14, -0.22, 0.25], [-0.17, 0.26, -0.02], [0.16, 0.24, -0.01], [-0.27, 0.24, -0.02], [-0.07, -0.09, 0.14], [-0.08, -0.32, -0.41], [0.02, -0.25, -0.35], [0.26, 0.13, -0.15], [0.01, -0.15, 0.18], [-0.07, 0.33, -0.03], [0.07, 0.04, 0.06], [0.17, -0.02, -0.17], [-0.19, -0.17, -0.28], [0.11, -0.17, 0.35], [0.57, 0.08, -0.15], [-0.24, -0.24, -0.53], [-0.31, 0.38, -0.16], [-0.14, -0.22, 0.18], [-0.05, -0.06, 0.04], [0.30, -0.04, 0.01], [-0.11, 0.18, 0.07], [-0.14, -0.05, -0.33], [0.04, 0.00, -0.02], [-0.15, -0.11, 0.09], [-0.05, 0.08, 0.10], [0.31, -0.01, -0.12], [-0.08, 0.23, 0.17], [-0.11, -0.14, 0.13], [0.27, 0.01, -0.08], [-0.14, -0.10, -0.32], [0.08, 0.02, -0.23], [0.01, -0.13, 0.07], [-0.19, -0.04, -0.22], [-0.05, 0.09, 0.13], [-0.08, -0.14, 0.04], [-0.17, 0.20, 0.21], [-0.25, -0.13, -0.32], [0.29, 0.22, -0.01], [-0.04, 0.01, 0.18], [0.07, -0.19, 0.09], [0.20, 0.20, -0.05], [-0.06, -0.07, -0.21], [1.22, -0.75, 0.98], [-3.84, 1.61, -2.76], [2.69, -1.21, 1.99], [3.71, 0.28, 1.83], [-3.83, 0.39, -3.74], [0.23, -0.27, 0.67], [-0.13, -0.22, -0.11], [-0.26, 0.61, 0.47], [0.62, -0.58, 0.09], [0.14, 0.44, 0.56], [0.34, -0.47, 0.48], [-0.59, -0.15, -0.12], [0.43, -0.10, -0.23], [-0.11, -0.39, -0.04], [0.04, -0.08, 0.41], [-0.40, 0.06, 0.05], [0.44, 0.64, -0.45], [-0.16, 0.26, 0.41], [0.30, -0.03, 0.82], [0.02, -0.10, -0.27], [-0.24, 0.13, -0.54], [-0.17, -0.37, -0.07], [-0.09, 0.33, 0.14], [0.23, 0.21, -0.19], [-0.27, -0.25, 0.12], [-0.10, 0.53, -0.15], [0.41, -0.19, 0.09]], "total_charge": 3, "e_lumo_ev": [-11.77, -10.46], "energy_ha": -2672.881859}

[2]
{"formula": "C31H57N5O17P", "method": "wB97M-V/def2-TZVPD", "species": ["C", "C", "N", "C", "C", "C", "C", "C", "C", "C", "O", "C", "C", "P", "O", "O", "N", "C", "N", "C", "C", "C", "O", "N", "C", "N", "C", "C", "C", "O", "H", "H", "H", "H", "H", "H", "H", "H", "H", "H", "H", "H", "H", "H", "H", "H", "H", "H", "H", "H", "H", "H", "H", "H", "H", "H", "H", "H", "H", "H", "H", "H", "H", "H", "H", "H", "H", "H", "H", "H", "H", "C", "C", "O", "C", "O", "O", "H", "H", "H", "H", "C", "C", "O", "C", "O", "O", "H", "H", "H", "H", "C", "C", "O", "C", "O", "O", "H", "H", "H", "H", "C", "C", "O", "C", "O", "O", "H", "H", "H", "H"], "coordinates": [[-0.032, 5.037, 0.777], [-0.667, 4.018, 1.941], [0.050, 2.691, 2.009], [-0.437, 1.711, 0.943], [0.865, 0.845, 0.479], [0.569, -0.617, -0.190], [-0.246, -0.588, -1.636], [-1.857, -0.349, -1.510], [-2.572, -1.805, -1.897], [-4.204, -1.795, -1.751], [-4.525, -1.783, -0.304], [-5.364, -0.597, -0.078], [0.048, -1.738, 0.885], [-1.656, -1.717, 1.679], [-1.586, -0.745, 3.160], [-2.231, -3.298, 2.149], [0.323, -2.993, 0.027], [1.833, -2.743, -0.188], [2.650, -3.774, 0.134], [4.130, -3.530, 0.006], [5.097, -4.666, 0.682], [5.753, -4.087, 2.092], [5.095, -4.869, 3.189], [1.855, -1.354, -0.632], [3.022, -0.576, -1.076], [2.770, 0.442, -2.209], [3.724, 1.606, -2.128], [0.049, 2.082, 3.392], [-1.222, 2.290, 4.431], [1.095, 1.371, 3.896], [0.236, 6.109, 1.229], [0.961, 4.622, 0.305], [-0.872, 5.221, -0.019], [-1.830, 3.906, 1.860], [-0.437, 4.574, 2.971], [-1.385, 1.106, 1.244], [-0.751, 2.385, 0.013], [1.550, 0.649, 1.431], [1.509, 1.582, -0.206], [-0.052, -1.600, -2.190], [0.151, 0.265, -2.370], [-2.228, 0.095, -0.494], [-2.201, 0.401, -2.369], [-2.303, -1.989, -3.040], [-2.060, -2.664, -1.286], [-4.752, -0.968, -2.374], [-4.596, -2.840, -2.171], [-5.020, 0.366, -0.669], [-6.477, -0.910, -0.358], [-5.262, -0.319, 1.071], [0.832, -1.664, 1.760], [-2.457, -0.240, 3.248], [-1.968, -3.397, 3.132], [0.181, -3.817, 0.675], [2.331, -4.711, 0.475], [4.378, -2.484, 0.483], [4.424, -3.447, -1.142], [6.022, -4.801, -0.059], [4.599, -5.720, 0.826], [6.935, -4.249, 2.083], [5.544, -2.947, 2.274], [5.872, -5.323, 3.667], [3.457, 0.020, -0.138], [3.923, -1.216, -1.480], [2.963, -0.057, -3.125], [4.502, 1.568, -1.256], [4.351, 1.621, -3.140], [3.066, 2.582, -2.011], [-0.937, 3.197, 5.127], [-1.325, 1.331, 5.096], [-2.178, 2.570, 3.817], [0.625, 7.735, -3.092], [-0.370, 7.496, -4.180], [-0.661, 6.116, -4.057], [-0.372, 5.763, -2.771], [-0.662, 4.689, -2.270], [0.282, 6.768, -2.118], [0.554, 8.745, -2.678], [1.654, 7.557, -3.420], [-1.294, 8.066, -4.035], [0.034, 7.720, -5.171], [-8.969, 0.081, 2.130], [-9.735, 1.333, 2.410], [-8.724, 2.317, 2.512], [-7.646, 1.853, 1.815], [-6.658, 2.517, 1.551], [-7.819, 0.549, 1.451], [-9.530, -0.620, 1.506], [-8.655, -0.431, 3.046], [-10.410, 1.602, 1.591], [-10.310, 1.270, 3.338], [-2.521, 2.866, -6.627], [-1.959, 4.216, -6.321], [-1.048, 4.438, -7.380], [-1.455, 3.657, -8.423], [-1.000, 3.725, -9.553], [-2.438, 2.791, -8.038], [-3.556, 2.760, -6.293], [-1.923, 2.056, -6.194], [-2.723, 5.001, -6.340], [-1.446, 4.244, -5.355], [7.747, -9.015, 4.413], [7.766, -9.065, 5.906], [8.145, -7.752, 6.272], [7.806, -6.937, 5.230], [7.835, -5.718, 5.272], [7.430, -7.663, 4.137], [6.997, -9.684, 3.983], [8.724, -9.245, 3.974], [6.780, -9.280, 6.330], [8.484, -9.797, 6.289]], "atomic_forces_ev_per_a": [[-0.63, 0.36, 0.26], [0.54, 1.68, 1.17], [-1.16, -1.05, 1.32], [0.38, 0.57, -1.29], [1.07, -0.07, 0.61], [-1.00, 0.30, -1.34], [-0.82, 0.93, -0.26], [-0.60, -0.66, -1.29], [-0.09, 0.99, -0.59], [0.85, -2.19, -0.21], [-0.57, 2.42, -2.33], [-0.52, 0.12, 1.18], [2.71, 0.09, 0.79], [-4.17, 1.34, -0.31], [-0.27, -1.22, -1.45], [2.88, 2.02, 2.14], [2.97, 0.46, 2.34], [-4.65, 1.14, 0.23], [1.04, 2.27, -1.03], [1.92, 0.06, -0.86], [1.17, 1.07, -0.29], [-0.18, -1.04, 0.09], [3.14, 0.25, -0.47], [1.31, -3.54, 1.63], [3.10, 1.39, -0.07], [0.92, -1.64, 0.52], [0.40, 1.00, -0.73], [3.86, -2.95, 2.93], [0.93, 0.57, -0.65], [-6.23, 4.25, -3.84], [-0.64, -2.50, -0.74], [-2.18, 0.61, 0.86], [2.01, -0.48, 1.40], [2.09, 0.24, -0.09], [-0.64, -1.37, -2.14], [1.79, 0.88, -0.32], [0.59, -1.44, 2.00], [-1.59, 0.42, -1.78], [-1.54, -1.94, 1.22], [-0.41, 1.85, 1.20], [-0.36, -1.85, 2.09], [0.81, -1.09, -1.90], [0.79, -1.46, 1.92], [-0.57, 0.31, 2.32], [-1.29, 1.58, -1.01], [1.26, -1.33, 1.36], [0.80, 2.18, 0.78], [-0.65, -2.05, 1.00], [2.26, 1.08, 0.68], [-0.49, -0.71, -2.42], [-1.03, -0.14, -1.45], [1.63, -1.23, -0.55], [-0.58, -0.19, -1.94], [0.36, 0.93, -1.07], [0.00, 1.55, -0.62], [-0.59, -2.12, -0.84], [-0.86, -0.25, 2.37], [-2.20, 0.20, 1.45], [0.88, 2.22, -0.11], [-2.67, 0.28, 0.09], [0.29, -2.18, -0.53], [-1.82, 1.02, -0.79], [-1.05, -1.08, -2.09], [-2.07, 0.55, 1.24], [-0.45, 0.75, 1.66], [-1.52, -0.11, -1.50], [-1.37, 0.35, 2.24], [1.65, -1.83, -0.32], [-0.65, -1.81, -1.39], [0.22, 1.90, -1.51], [1.69, -0.64, 1.33], [0.75, 0.96, 0.04], [-0.27, 0.89, -0.91], [0.21, -0.59, 1.01], [-0.46, -1.82, 0.94], [0.57, 2.12, -1.30], [-0.64, -1.02, -0.25], [0.01, -0.27, 0.09], [-0.10, 0.00, 0.03], [0.09, -0.07, 0.01], [-0.15, -0.21, 0.12], [-0.40, -1.10, 0.14], [-1.15, 0.08, 0.27], [1.02, -0.19, -0.43], [1.84, 1.43, -0.46], [-2.08, -1.52, 0.56], [0.25, 1.01, 0.10], [0.25, 0.10, 0.01], [-0.02, 0.06, -0.07], [0.07, -0.03, 0.07], [0.17, 0.18, -0.13], [-0.57, -0.65, 0.62], [-0.09, 0.51, 1.08], [-0.05, -0.50, -0.78], [1.00, 0.16, -2.58], [-1.05, -0.17, 2.66], [0.58, 0.56, -0.44], [0.14, -0.05, -0.22], [-0.02, 0.07, -0.03], [0.04, -0.07, 0.00], [-0.02, 0.09, -0.31], [0.06, -1.01, -0.73], [-0.09, -0.99, 0.67], [-0.14, 0.96, -0.84], [0.21, 2.11, 0.42], [-0.25, -2.52, -0.31], [0.08, 0.85, 0.64], [0.08, 0.26, -0.03], [-0.09, 0.04, 0.05], [0.09, 0.04, -0.04], [-0.08, 0.27, 0.04]], "total_charge": 1, "e_lumo_ev": -2.57, "relative_energy_kj_mol": 601.0, "energy_ha": -3109.038326}